The following is a quantum chemistry calculation of a molecular structure, C18H42N6NiO6 at a distorted geometry, from the Open Molecules 2025 dataset.

- multiplicity = 3
- energy above the lowest of the compared OMol25 structures with the same formula, charge and spin (eV) = 9.8749
- total charge = +2
- frontier orbital gap (spin up / spin down) (eV) = 4.350 / 1.378
- HOMO level (spin up / spin down) (eV) = -11.9476 / -11.9476

XYZ file:
```
73
Properties=species:S:1:pos:R:3:mulliken_spin:R:1
Ni -0.15 0.44 0.85 1.000
C -1.48 -4.46 -3.02 0.000
O -1.04 -3.62 -2.18 0.000
N -0.77 -5.55 -3.30 0.000
C -1.14 -6.50 -4.38 0.000
C 0.49 -5.95 -2.51 0.000
H -2.49 -4.32 -3.44 0.000
H -1.41 -7.50 -4.04 0.000
H -0.21 -6.53 -4.95 0.000
H -1.94 -6.07 -4.97 0.000
H 1.34 -5.57 -3.07 0.000
H 0.59 -5.39 -1.57 0.000
H 0.56 -7.01 -2.26 0.000
C -6.17 0.50 2.54 0.000
O -4.99 0.75 2.19 0.000
N -7.19 1.18 2.02 0.000
C -8.49 1.11 2.79 0.000
C -7.07 2.19 0.95 0.000
H -6.46 -0.33 3.21 0.000
H -8.64 0.26 3.46 0.000
H -9.40 1.09 2.20 0.000
H -8.49 2.06 3.32 0.000
H -7.99 1.93 0.43 0.000
H -7.21 3.24 1.18 0.000
H -6.22 2.01 0.29 0.000
C -1.69 3.58 -4.62 0.000
O -1.42 3.42 -3.44 0.000
N -2.16 4.73 -5.14 0.000
C -2.55 4.77 -6.55 0.000
C -2.10 5.92 -4.28 0.000
H -1.86 2.73 -5.30 0.000
H -2.62 3.75 -6.93 0.000
H -1.81 5.25 -7.19 0.000
H -3.54 5.23 -6.59 0.000
H -1.82 5.69 -3.26 0.000
H -1.29 6.51 -4.70 0.000
H -3.07 6.42 -4.22 0.000
C 5.43 -1.42 -2.18 0.000
O 4.37 -0.97 -1.67 0.000
N 5.60 -1.92 -3.45 0.000
C 6.99 -2.48 -3.95 0.000
C 4.70 -1.52 -4.45 0.000
H 6.35 -1.32 -1.59 0.000
H 6.78 -3.55 -4.05 0.000
H 7.77 -2.53 -3.19 0.000
H 7.31 -2.05 -4.90 0.000
H 4.97 -1.98 -5.40 0.000
H 3.63 -1.55 -4.26 0.000
H 4.85 -0.44 -4.52 0.000
C 3.15 4.67 3.99 0.000
O 2.43 4.01 3.22 0.000
N 3.83 5.77 3.61 0.000
C 4.88 6.40 4.46 0.000
C 3.90 6.29 2.26 0.000
H 3.29 4.37 5.04 0.000
H 4.85 5.98 5.47 0.000
H 4.58 7.45 4.49 0.000
H 5.90 6.20 4.12 0.000
H 4.84 6.02 1.79 0.000
H 3.10 5.96 1.59 0.000
H 3.73 7.36 2.11 0.000
C 0.99 -4.20 5.19 -0.157
O 0.69 -3.16 4.56 0.383
N 0.61 -4.53 6.46 0.635
C 0.45 -5.95 6.76 0.008
C -0.07 -3.51 7.29 0.005
H 1.61 -4.91 4.62 -0.007
H 0.96 -5.97 7.72 0.033
H 0.86 -6.57 5.96 0.004
H -0.61 -6.17 6.91 0.038
H -1.14 -3.60 7.11 0.039
H 0.03 -3.63 8.37 0.014
H 0.29 -2.52 7.01 0.005
```